(1)
DFT (wB97M-V/def2-TZVPD) results for a structure of composition C30H27N4OPPdS2.

Geometry as XYZ:
```
66
C30H27N4OPPdS2 (wB97M-V/def2-TZVPD)
Pd -0.2637 0.0847 0.8990
O 3.3047 -0.4192 -0.9322
C 2.1716 -0.1280 -0.5721
N 1.4886 -0.6639 0.4403
C 2.0426 -1.6889 1.2774
C 1.0911 -1.9506 2.4126
C 1.3694 -2.8992 3.3905
C 0.4866 -3.0812 4.4347
C -0.6656 -2.3068 4.4920
C -0.8946 -1.3918 3.4891
N -0.0426 -1.2259 2.4657
C 1.3527 0.9324 -1.2750
C 1.8299 1.5663 -2.4016
C 1.0376 2.5263 -3.0091
C -0.2005 2.8223 -2.4612
C -0.6155 2.1491 -1.3276
N 0.1471 1.2191 -0.7510
H 3.0174 -1.3929 1.6845
H 2.2058 -2.6204 0.7231
H 2.2809 -3.4769 3.3187
H 0.6965 -3.8132 5.2037
H -1.3815 -2.4070 5.2949
H -1.7763 -0.7658 3.4674
H 2.8031 1.2774 -2.7719
H 1.3806 3.0350 -3.9004
H -0.8553 3.5603 -2.9018
H -1.5771 2.3324 -0.8720
S -3.5542 0.3136 -1.5325
P -3.8234 0.3666 0.4078
S -2.3006 1.0771 1.5911
C -4.3274 -1.2738 1.0316
C -3.3803 -2.1940 1.4628
C -3.7692 -3.4539 1.8960
C -5.1111 -3.8057 1.8898
C -6.0603 -2.8972 1.4422
C -5.6724 -1.6370 1.0130
C -5.2102 1.4303 0.9054
C -5.5553 1.5436 2.2516
C -6.6132 2.3521 2.6296
C -7.3312 3.0525 1.6667
C -6.9901 2.9411 0.3284
C -5.9297 2.1280 -0.0547
H -2.3338 -1.9205 1.4443
H -3.0243 -4.1619 2.2394
H -5.4183 -4.7861 2.2305
H -7.1076 -3.1703 1.4271
H -6.4181 -0.9322 0.6668
H -4.9916 1.0015 3.0013
H -6.8784 2.4385 3.6754
H -8.1581 3.6850 1.9635
H -7.5488 3.4858 -0.4218
H -5.6520 2.0249 -1.0961
C -0.5895 -4.7613 0.0897
C -0.1580 -3.7409 -0.9255
C 1.0850 -3.8063 -1.5480
C 1.4480 -2.8256 -2.4577
N 0.6741 -1.7867 -2.7749
C -0.5285 -1.7521 -2.2019
C -0.9869 -2.6888 -1.2921
H 0.2645 -5.3083 0.4896
H -1.2716 -5.4859 -0.3597
H -1.1202 -4.2850 0.9160
H 1.7777 -4.6077 -1.3180
H 2.4266 -2.8546 -2.9247
H -1.1649 -0.9128 -2.4574
H -1.9815 -2.5770 -0.8783
```

## Properties
Gap between HOMO and LUMO, eV: 7.926
HOMO energy, eV: -8.01
LUMO, eV: -0.088
ΔE to the lowest compared entry with this formula, charge and spin, kJ/mol: 18.0
Maximum force, Eh/bohr: 0.0053



(2)
DFT (wB97M-V/def2-TZVPD) results for a structure of composition C30H27N5O4Pt at a distorted geometry.

Geometry as XYZ:
```
67
C30H27N5O4Pt (wB97M-V/def2-TZVPD)
Pt -0.4458 -0.6443 -0.0375
C -3.8861 -3.4048 0.9598
O -2.6421 -4.0962 1.1449
C -1.6811 -3.2295 0.9495
N -2.0243 -2.0197 0.6644
C -3.4730 -1.9494 0.5882
C -3.9456 -1.5423 -0.7914
C -5.2785 -1.7418 -1.1419
C -5.7058 -1.4722 -2.4292
C -4.8122 -1.0129 -3.3813
C -3.4918 -0.7664 -3.0286
C -3.0759 -1.0162 -1.7347
C -0.2600 -3.5678 1.0721
C 0.2734 -4.6902 1.6987
C 1.6575 -4.7852 1.8050
C 2.4647 -3.7788 1.2883
C 1.8465 -2.7143 0.6370
N 0.5224 -2.6283 0.5412
C 2.5285 -1.5847 -0.0044
N 1.9254 -0.4590 -0.1480
C 2.8127 0.4421 -0.8629
C 4.0519 -0.4591 -1.1411
O 3.7492 -1.6920 -0.4780
C 2.1956 0.9850 -2.1307
C 1.0567 0.4110 -2.6831
C 0.5412 0.8904 -3.8758
C 1.1685 1.9405 -4.5276
C 2.3066 2.5155 -3.9825
C 2.8134 2.0478 -2.7824
H -4.4500 -3.4766 1.8905
H -4.4453 -3.9012 0.1617
H -3.8316 -1.2200 1.3246
H -5.9790 -2.1100 -0.4087
H -6.7389 -1.6387 -2.6981
H -5.1338 -0.8321 -4.3955
H -2.7977 -0.3955 -3.7683
H -2.0159 -0.7865 -1.4383
H -0.3779 -5.4587 2.0876
H 2.1052 -5.6368 2.2957
H 3.5397 -3.8064 1.3772
H 3.0727 1.2746 -0.1977
H 4.9785 -0.0710 -0.7223
H 4.1839 -0.6578 -2.2088
H 0.5757 -0.4452 -2.1935
H -0.3328 0.4299 -4.3098
H 0.7786 2.3030 -5.4655
H 2.8022 3.3267 -4.4945
H 3.6997 2.4966 -2.3589
O 1.1411 4.5250 6.1949
C 2.1022 3.9333 5.4006
N 1.6468 3.8434 4.0114
C 1.4105 2.6777 3.3985
O 1.6286 1.5834 3.8801
C 0.8572 2.7511 1.9885
C 1.0671 3.7762 1.0703
C 0.5570 3.6358 -0.2137
C -0.1298 2.4792 -0.5504
N -0.2966 1.4828 0.3163
C 0.1753 1.6190 1.5532
H 0.4526 3.8981 6.4505
H 2.3679 2.9173 5.7145
H 2.9807 4.5850 5.4373
H 1.3611 4.7174 3.5950
H 1.6461 4.6512 1.3272
H 0.7123 4.4048 -0.9548
H -0.5476 2.3494 -1.5388
H 0.0424 0.7988 2.2539
```

## Properties
Gap between HOMO and LUMO, eV: 6.419
HOMO energy, eV: -14.17
Total charge: +2
LUMO, eV: -7.750
ΔE to the lowest compared entry with this formula, charge and spin, kJ/mol: 182.9
Maximum force, Eh/bohr: 0.1035



(3)
DFT (wB97M-V/def2-TZVPD) results for a structure of composition C30H27N7O4Se2Ti at a distorted geometry.

Geometry as XYZ:
```
71
C30H27N7O4Se2Ti (wB97M-V/def2-TZVPD)
Ti -0.5291 -0.2911 -0.5769
C 2.7542 0.4294 2.2519
N 1.3636 0.0277 2.3392
C 1.1195 -1.0482 3.2734
C 0.4866 1.1407 2.4122
C -0.0509 1.5772 3.6241
C -0.8874 2.6843 3.6777
C -1.1786 3.3738 2.5063
C -0.6530 2.9303 1.3003
C 0.1597 1.8063 1.2261
N 0.6169 1.2702 -0.0216
C 1.2548 2.1228 -0.9449
C 1.5415 3.4691 -0.7296
C 2.0889 4.2607 -1.7480
C 2.3942 3.7112 -2.9795
C 2.2426 2.3304 -3.1473
C 1.7236 1.5438 -2.1386
N 1.7828 0.1063 -2.1562
C 2.9662 -0.2929 -1.3857
C 1.8395 -0.5007 -3.4767
H 3.1465 0.7805 3.2205
H 2.8679 1.2365 1.5279
H 3.3651 -0.4165 1.9207
H 0.0490 -1.2280 3.3613
H 1.5679 -1.9673 2.8899
H 1.5402 -0.8513 4.2757
H 0.1902 1.0333 4.5324
H -1.3114 3.0024 4.6238
H -1.8418 4.2327 2.5215
H -0.9140 3.4365 0.3810
H 1.3097 3.9188 0.2249
H 2.2625 5.3160 -1.5634
H 2.7757 4.3252 -3.7883
H 2.5413 1.8599 -4.0781
H 3.8722 0.1200 -1.8446
H 3.0335 -1.3799 -1.3810
H 2.8867 0.0620 -0.3612
H 2.8426 -0.3980 -3.9174
H 1.1196 -0.0544 -4.1512
H 1.6030 -1.5582 -3.3746
O -6.9428 -0.3187 2.0449
C -6.4845 0.7084 1.5033
O -6.9707 1.8541 1.3590
C -5.0389 0.5639 0.9937
C -4.4391 1.5726 0.2692
C -3.1324 1.4283 -0.1566
N -2.3911 0.3563 0.1380
C -2.9711 -0.6126 0.8526
C -4.2745 -0.5621 1.2769
C -2.0004 -1.6939 1.3182
O -2.3471 -2.6036 2.0185
O -0.7659 -1.4272 0.9350
H -5.0101 2.4647 0.0507
H -2.6466 2.1880 -0.7456
H -4.6913 -1.3784 1.8476
Se -1.6623 -2.6792 -2.3466
N -0.1048 -2.0961 -1.5222
C 0.4683 -3.2257 -1.0047
C 1.5753 -3.2328 -0.1367
C 2.1177 -4.4289 0.2945
C 1.5622 -5.6565 -0.1136
C 0.4431 -5.6837 -0.9166
C -0.1560 -4.4733 -1.3537
N -1.2989 -4.4246 -2.0616
H 1.9618 -2.2895 0.2262
H 2.9658 -4.4195 0.9689
H 2.0007 -6.5866 0.2304
H -0.0224 -6.6205 -1.2007
Se -1.6521 0.7120 -2.8387
C -1.1612 0.3107 -4.5743
N -0.8730 0.1327 -5.6818
```

## Properties
Gap between HOMO and LUMO (spin up / spin down), eV: 5.405 / 7.288
HOMO energy (spin up / spin down), eV: -1.25 / -3.13
Total charge: -2
LUMO (spin up / spin down), eV: 4.155 / 4.154
ΔE to the lowest compared entry with this formula, charge and spin, kJ/mol: 31.9
<S²>: 2.03
Spin multiplicity: 3
Maximum force, Eh/bohr: 0.0481



(4)
DFT (wB97M-V/def2-TZVPD) results for a structure of composition C30H28BClI3N2O6Re at a distorted geometry.

Geometry as XYZ:
```
72
C30H28BClI3N2O6Re (wB97M-V/def2-TZVPD)
Re 8.9254 12.4972 11.2850
Cl 6.0491 18.3802 9.6054
C 7.0456 17.2094 10.3347
C 7.1653 17.3124 11.7319
C 7.6845 16.3137 12.5567
I 7.5382 16.4373 14.6492
C 8.1501 15.1023 11.9080
O 8.7786 14.1354 12.5156
C 8.0558 15.0699 10.4769
N 8.4609 13.8756 9.9610
C 8.3436 13.5184 8.6376
C 7.8503 14.4714 7.8062
C 7.5215 15.7460 8.2938
C 7.5946 16.0791 9.6615
H 6.7004 18.2302 12.1675
H 8.4984 12.5106 8.3430
H 7.5510 14.1865 6.7736
H 7.1595 16.4954 7.5811
N 8.1669 10.4134 14.7454
C 8.1809 11.0315 13.5397
O 9.2726 11.6371 13.1444
C 6.9049 10.9373 12.7634
C 6.9602 11.7985 11.4970
H 8.9839 10.2895 15.3441
H 7.2811 10.0683 15.0818
H 6.0946 11.2123 13.4983
H 6.7320 9.8690 12.6090
H 6.3943 12.7480 11.5799
H 6.6736 11.2633 10.5395
I 14.4582 6.6482 11.3524
C 12.6757 7.7421 10.9947
C 11.8505 7.3098 9.9329
C 10.5661 7.8255 9.7516
C 10.2576 8.9728 10.5730
C 11.0914 9.4058 11.6106
C 12.3283 8.8271 11.8010
C 9.0975 9.6929 10.0877
O 8.1216 9.2517 9.5320
O 9.1892 11.1105 10.2107
H 12.1727 6.4677 9.3283
H 9.8392 7.4055 9.0474
H 10.6850 10.1460 12.2747
H 12.9828 9.1590 12.5491
C 14.7390 12.5405 18.8126
C 13.9041 13.4713 17.9568
C 14.5097 14.8175 18.0418
C 12.5669 13.5337 18.7748
C 13.6918 12.8778 16.5965
C 14.2535 11.6835 16.1587
C 13.9856 11.0820 14.9270
C 13.3450 11.8983 14.0133
O 12.9196 11.6290 12.7134
B 12.1565 12.8306 12.2658
O 12.1037 13.7050 13.4032
C 12.7937 13.1392 14.4633
C 12.9522 13.6405 15.6850
H 14.8496 12.9302 19.7973
H 15.7258 12.2896 18.4099
H 14.2247 11.5890 18.9628
H 14.9433 15.0571 19.0350
H 13.9208 15.6698 17.6750
H 15.3363 14.8622 17.3200
H 12.7757 14.0614 19.7269
H 12.2537 12.4987 18.9155
H 11.7513 14.0801 18.2901
H 14.9172 11.1671 16.7867
H 14.3048 10.0557 14.6698
H 12.4149 14.5381 15.9704
I 11.8868 15.1987 10.5949
C 11.7490 13.0865 10.7933
H 12.4250 12.5682 10.0848
H 10.7000 13.0125 10.4058
```

## Properties
Gap between HOMO and LUMO (spin up / spin down), eV: 3.491 / 4.849
HOMO energy (spin up / spin down), eV: -1.70 / -3.06
Total charge: -1
LUMO (spin up / spin down), eV: 1.790 / 1.790
ΔE to the lowest compared entry with this formula, charge and spin, kJ/mol: 196.0
<S²>: 3.78
Spin multiplicity: 4
Maximum force, Eh/bohr: 0.1930



(5)
DFT (wB97M-V/def2-TZVPD) results for a cluster of 5 separate species, C30H28BIO10 in total at a distorted geometry.

Geometry as XYZ:
```
70
C30H28BIO10 (wB97M-V/def2-TZVPD)
O 0.1517 0.7711 1.9373
C 0.5727 0.0537 2.8343
C 0.0272 -1.3004 3.0534
C 0.4864 -2.0827 4.0351
C 1.5595 -1.6273 4.9412
O 1.9805 -2.3447 5.8382
C 2.1050 -0.2732 4.7221
C 1.6458 0.5090 3.7404
H -0.7589 -1.6202 2.3800
H 0.0968 -3.0781 4.2099
H 2.8911 0.0465 5.3955
H 2.0354 1.5044 3.5656
O -1.5387 -7.4169 -3.6781
C -2.4103 -6.6393 -3.3144
C -2.8015 -6.5351 -1.8948
C -3.7554 -5.6868 -1.4988
C -4.4575 -4.8167 -2.4630
O -5.3291 -4.0391 -2.0993
C -4.0663 -4.9209 -3.8826
C -3.1124 -5.7692 -4.2786
H -2.2767 -7.1794 -1.1997
H -4.0549 -5.5984 -0.4616
H -4.5911 -4.2766 -4.5777
H -2.8129 -5.8576 -5.3158
O 5.1308 4.4762 -0.7039
C 4.9171 3.4483 -0.0760
C 5.9982 2.7558 0.6526
C 5.7643 1.6316 1.3365
C 4.4151 1.0349 1.3942
O 4.2014 0.0069 2.0221
C 3.3340 1.7273 0.6656
C 3.5679 2.8515 -0.0183
H 6.9822 3.2064 0.6013
H 6.5460 1.1108 1.8758
H 2.3500 1.2767 0.7170
H 2.7862 3.3723 -0.5576
O 9.6308 8.1693 -3.8798
C 9.4171 7.1414 -3.2519
C 10.4982 6.4489 -2.5232
C 10.2643 5.3247 -1.8393
C 8.9151 4.7280 -1.7816
O 8.7014 3.7000 -1.1537
C 7.8340 5.4204 -2.5103
C 8.0679 6.5446 -3.1942
H 11.4822 6.8995 -2.5746
H 11.0460 4.8039 -1.3000
H 6.8500 4.9698 -2.4589
H 7.2862 7.0654 -3.7335
O -3.3485 -2.5169 2.6558
C -3.6773 -1.3454 2.1056
O -3.3289 -0.9028 0.7340
C -4.2305 -1.5168 -0.2670
C -5.3149 -0.4847 -0.9346
B -6.0375 0.5491 0.1196
C -7.2466 0.1941 1.1759
C -8.6124 -0.4058 0.4959
C -8.5170 -2.0122 0.1797
I -8.2411 -3.2827 1.9524
H -4.3592 -0.5946 2.7340
H -4.7792 -2.4868 0.1157
H -3.5223 -1.8776 -1.1550
H -6.0663 -1.1213 -1.5893
H -4.7175 0.1946 -1.7134
H -5.6158 1.6686 0.1541
H -6.8676 -0.5382 2.0084
H -7.5612 1.1945 1.7466
H -8.8580 0.1691 -0.5180
H -9.5339 -0.1723 1.2158
H -7.6234 -2.2706 -0.5604
H -9.5139 -2.3783 -0.3523
```

## Properties
Gap between HOMO and LUMO, eV: 7.699
HOMO energy, eV: -9.52
LUMO, eV: -1.824
ΔE to the lowest compared entry with this formula, charge and spin, kJ/mol: 330.8
Maximum force, Eh/bohr: 0.1704



(6)
DFT (wB97M-V/def2-TZVPD) results for a structure of composition C30H28BN10S6Ti at a distorted geometry.

Geometry as XYZ:
```
76
C30H28BN10S6Ti (wB97M-V/def2-TZVPD)
Ti 1.4492 1.1542 1.0461
C 3.1144 3.5009 2.7819
C 1.8321 2.9366 3.2926
C 1.1371 3.4188 4.4184
C -0.0667 2.6519 4.4982
C -1.1543 2.7042 5.5636
N -0.0405 1.7134 3.6074
N 1.1021 1.9229 2.8028
B -1.1543 0.8637 2.9651
N -1.6407 1.6131 1.7092
N -0.6324 1.7783 0.6733
C -1.3417 1.5895 -0.4906
C -0.6286 1.6720 -1.8632
C -2.7143 1.4677 -0.2596
C -2.8487 1.5249 1.1652
C -4.0800 1.5076 2.0244
N -0.6373 -0.5393 2.5608
N 0.3549 -0.6331 1.5104
C 0.7990 -1.9054 1.4695
C 1.7819 -2.3821 0.3794
C 0.2472 -2.6049 2.5538
C -0.6800 -1.7284 3.1651
C -1.5408 -1.9168 4.3565
H 3.5596 4.2313 3.4817
H 2.9942 3.9623 1.7863
H 3.8536 2.7131 2.7001
H 1.4315 4.2238 5.1149
H -0.7697 2.8418 6.6053
H -1.7170 1.7419 5.5646
H -1.8312 3.5364 5.3394
H -2.0080 0.6952 3.7897
H -0.0207 0.7799 -2.0579
H -0.0296 2.6095 -1.9780
H -1.4346 1.7008 -2.5722
H -3.5199 1.3404 -1.0098
H -4.9091 1.8765 1.3992
H -3.9382 2.0826 2.9280
H -4.3583 0.4280 2.2883
H 2.8350 -2.0762 0.5930
H 1.4184 -2.0523 -0.6165
H 1.7574 -3.4614 0.4757
H 0.4198 -3.6910 2.6771
H -1.3726 -2.9180 4.8094
H -2.6165 -1.8883 4.1302
H -1.4241 -1.1596 5.1128
S -1.6605 -3.8675 -7.8833
N -0.3043 -3.0758 -7.2954
C -0.5576 -2.8548 -6.0112
C 0.4002 -2.2148 -5.0949
C 1.8024 -2.1137 -5.3671
C 2.6016 -1.4667 -4.4540
C 2.0107 -1.1302 -3.2358
N 0.7378 -1.2700 -2.9274
C -0.1009 -1.7554 -3.8685
C -1.5105 -2.0040 -3.4507
N -1.9548 -1.4773 -2.3074
C -3.1761 -1.8368 -1.8659
C -4.0545 -2.6166 -2.5602
C -3.6140 -3.1516 -3.7935
C -2.3478 -2.8226 -4.2886
C -1.8988 -3.2241 -5.5722
N -2.6266 -3.8102 -6.5182
H 2.1451 -2.4828 -6.3608
H 3.6706 -1.2387 -4.6310
H 2.6443 -0.6719 -2.4681
H -3.4514 -1.3531 -0.9112
H -5.0777 -2.6501 -2.1167
H -4.2700 -3.8297 -4.3635
S 7.8579 3.1805 -0.9622
C 6.4379 2.3729 -0.8970
S 5.0149 2.7056 -1.8895
C 3.8506 1.9333 -0.7150
C 4.3983 1.0653 0.2185
S 3.6099 0.1247 1.4882
S 6.1455 1.0422 0.2695
S 2.3000 2.6675 -0.6589
```

## Properties
Gap between HOMO and LUMO, eV: 5.551
HOMO energy, eV: -10.07
Total charge: +1
LUMO, eV: -4.523
Maximum force, Eh/bohr: 0.0654



(7)
DFT (wB97M-V/def2-TZVPD) results for a structure of composition C30H28BrMoN6O3S4Sb at a distorted geometry.

Geometry as XYZ:
```
74
C30H28BrMoN6O3S4Sb (wB97M-V/def2-TZVPD)
Mo -1.6606 0.6375 -1.1432
C -1.2725 -2.0473 -6.1885
O -0.7982 -0.9274 -6.9596
C -0.5380 0.2091 -6.2761
C -0.8324 1.4118 -6.8650
C -0.7837 2.6019 -6.1557
C -0.3194 2.5830 -4.8546
C 0.0079 1.4020 -4.1276
C 0.0060 1.8353 -2.7244
N 0.3622 1.2317 -1.5362
N 1.1963 1.9437 -0.8091
C 1.7842 1.2169 0.1774
O 1.5544 -0.0143 0.3221
C 2.7552 1.9393 1.1237
C 3.2702 1.1207 2.1504
C 4.0748 1.6268 3.1574
C 4.3723 2.9608 3.1751
C 3.9229 3.7776 2.1641
C 3.1489 3.2882 1.1141
C 0.3274 0.2490 -5.0328
O 1.3381 -0.4843 -5.0636
H -1.1852 -2.8784 -6.8695
H -0.6793 -2.2323 -5.2656
H -2.3313 -1.9575 -5.9032
H -1.0860 1.4595 -7.9433
H -1.0707 3.5623 -6.5971
H -0.1957 3.5441 -4.3551
H -0.0823 2.9200 -2.6594
H 2.9709 0.0668 2.1602
H 4.4764 0.9042 3.8735
H 4.9871 3.3719 3.9722
H 4.1424 4.8317 2.1602
H 2.8386 3.9747 0.3227
Br -1.4810 3.5269 -0.1716
C -2.8776 3.0430 1.0390
C -3.5639 4.0654 1.6728
C -4.7579 3.8007 2.3599
C -5.1047 2.5039 2.6187
C -4.3210 1.4298 2.2014
C -4.6206 0.0533 2.4360
C -3.8204 -0.9349 1.9269
C -2.5871 -0.6111 1.2788
C -2.4428 0.6528 0.7938
C -3.2310 1.7219 1.2876
H -3.2101 5.0898 1.5862
H -5.3673 4.6167 2.7187
H -6.0502 2.2527 3.1022
H -5.5091 -0.1915 3.0241
H -4.0606 -2.0018 2.0195
H -1.7960 -1.3463 1.2580
S -4.3752 -1.2652 -2.1766
Sb -2.5514 -3.0708 -1.8383
S -0.7778 -1.4493 -1.2019
S -3.2932 0.3941 -2.6738
S -3.0240 -3.7703 0.3648
C 4.2041 -2.9964 2.5726
C 3.2081 -4.0950 2.1270
C 2.7159 -3.8991 0.6544
C 2.0377 -4.2674 3.1145
N 1.3375 -2.9613 3.4227
C 0.1515 -2.4453 2.9685
N -0.1507 -1.3919 3.7099
N 0.8161 -1.2612 4.6243
N 1.7364 -2.2269 4.4779
H 5.1864 -3.0347 2.0112
H 4.4311 -3.0487 3.6482
H 3.7757 -1.9945 2.4583
H 3.6924 -5.1152 2.1612
H 2.3253 -2.8716 0.5057
H 1.9206 -4.6059 0.3848
H 3.5521 -4.0361 -0.0370
H 2.3645 -4.5881 4.1255
H 1.3108 -4.9903 2.7417
H -0.4935 -2.8093 2.1590
```

## Properties
Gap between HOMO and LUMO (spin up / spin down), eV: 5.332 / 5.200
HOMO energy (spin up / spin down), eV: -1.25 / -1.44
Total charge: -2
LUMO (spin up / spin down), eV: 4.082 / 3.760
ΔE to the lowest compared entry with this formula, charge and spin, kJ/mol: 152.0
<S²>: 2.25
Spin multiplicity: 3
Maximum force, Eh/bohr: 0.0602



| no. | E_tot (eV) |
| --- | --- |
| 1 | -73999.171 |
| 2 | -50420.639 |
| 3 | -203981.680 |
| 4 | -86462.060 |
| 5 | -60807.202 |
| 6 | -135266.257 |
| 7 | -168421.298 |